Entry 1:
# C23H44F6N4O5S

A cluster of 4 separate species, C23H44F6N4O5S in total (wB97M-V/def2-TZVPD, the OMol25 dataset).

Positions of all 83 atoms, in Å:
H: -1.28299 -6.79845 1.10070
H: 0.28867 5.12033 0.57086
C: -0.76506 0.67091 -1.97081
C: -2.09605 -3.53548 -1.56903
N: -3.81549 -5.10533 -2.28511
H: -2.78034 4.92877 2.20707
H: -0.13984 4.43986 -5.19558
N: 1.88189 -7.61093 1.43349
H: 1.29564 2.91428 1.43672
F: -1.83605 2.17683 -0.46703
H: 2.48133 5.26251 -0.44620
H: -0.20448 4.78739 -2.74320
H: -2.41273 7.16254 1.58732
C: -0.77049 7.47997 2.89573
C: 0.76064 4.43423 -3.18617
H: 2.06349 3.53814 -6.36496
H: 1.87315 -5.99888 -0.65221
H: -1.27842 -5.02575 1.11859
H: -3.23805 -3.98609 0.91721
H: 1.47926 -8.12758 0.65276
H: -1.80384 5.02899 3.47216
H: -1.73120 -2.92287 -0.74074
H: 2.17388 -8.34157 2.07868
C: 3.07522 -6.92132 0.92966
H: 3.09036 -8.93291 -2.75418
H: -1.35479 -4.30903 -1.77303
H: -3.26124 -5.93858 -2.09380
C: -2.10710 6.81499 2.57955
F: 0.53867 0.64939 -2.38751
H: 4.08398 3.50171 -2.40445
H: 2.20836 -4.95226 0.71372
O: 1.20499 0.40550 2.13192
H: -3.30405 8.27948 3.69068
C: 4.02178 -7.88821 0.19423
H: -4.65690 -4.86036 0.36543
F: 2.90090 0.94711 0.39134
H: -1.25008 6.71108 5.61650
C: -2.24831 7.13706 5.73875
N: -1.91170 5.36119 2.51456
H: -0.35765 4.19684 -0.81938
H: 2.51665 3.47660 -0.37173
H: 4.46072 -8.55893 0.93952
H: -2.58645 6.89571 6.74784
H: -0.51464 2.96611 1.45311
H: 3.48447 -5.29610 -0.45425
C: 3.14774 3.71791 -2.96210
O: 1.22279 -0.82368 0.06306
C: -0.88898 1.17584 -0.43749
C: 0.79404 4.22486 -4.62446
C: -1.57415 -5.90707 0.54293
H: -2.21282 8.22521 5.63535
C: 2.01479 3.73451 -5.27021
H: 2.15495 -7.64402 -2.00289
O: -3.15253 6.54380 4.82242
H: -0.90309 8.54017 3.12385
C: 1.90938 4.18250 -2.32049
C: 0.48918 4.23591 -0.09200
S: 1.36514 0.46327 0.69989
C: 1.91555 4.34802 -0.76765
C: 3.17205 3.51366 -4.41045
H: 3.62396 -6.51920 1.78747
H: 4.13070 3.16954 -4.87530
H: -0.09966 7.40773 2.03609
H: 4.85853 -7.35384 -0.27310
H: 3.91316 -7.43152 -2.29112
C: -3.59445 -4.69527 0.15936
H: -1.04656 -5.93257 -0.41340
F: -1.36463 -0.52107 -2.18107
H: -4.19216 -3.28670 -1.33417
H: -2.14159 -2.90009 -2.45546
H: -4.77310 -5.41481 -2.13486
F: -1.37154 1.61597 -2.76840
C: 0.37762 2.91044 0.78520
C: 3.12876 -8.13853 -2.00664
N: 0.42621 1.66027 -0.03234
O: -2.97533 -5.96087 0.32873
C: -3.23063 7.19239 3.56240
H: -0.25797 7.01165 3.73678
H: -4.18032 6.86763 3.12608
C: 2.63657 -5.73201 0.07982
C: -3.47494 -4.11093 -1.26061
O: 3.38187 -8.73695 -0.74726
F: -1.40467 0.19096 0.37331

Summary:
E_HOMO, eV: -8.98
Lowest unoccupied orbital energy, Ha: 0.015

---

Entry 2:
# C42H37I2N2O2P2Ru

A structure of composition C42H37I2N2O2P2Ru (wB97M-V/def2-TZVPD, the OMol25 dataset).

Positions of all 88 atoms, in Å:
H: -1.38678 4.80115 4.05885
H: -1.81166 -0.33934 -4.08133
C: 1.27271 3.19513 5.38782
I: 3.39773 2.09063 -2.06684
H: -1.49229 2.74892 2.74213
O: -1.19663 1.35599 0.97996
C: 4.72449 -1.12917 -2.92543
O: 2.91280 -0.43443 0.83646
H: -0.70456 -3.14891 5.59261
Ru: 1.20313 0.32468 -1.25319
C: 1.09914 -3.25029 -0.98121
H: 0.35728 -2.41253 0.86438
H: -0.17025 4.72882 -4.43345
C: -0.24878 -1.48967 4.32419
H: -3.07463 4.96427 -1.29598
H: -1.39695 -1.25629 0.36968
C: -0.75304 -0.46725 3.52321
C: -2.98900 -1.22036 4.01128
N: 0.74487 0.20976 0.60495
C: 3.48759 -0.93023 -4.99080
P: -0.93012 0.58155 -1.97613
H: 1.54076 -6.50983 1.01109
H: 3.56984 -1.56046 -1.17049
C: -2.37590 -0.19728 -1.21992
C: 1.64812 -4.37323 -1.60534
C: 2.30577 -1.18842 -4.32180
C: 1.86502 -0.12064 1.37965
H: 0.81616 -1.61205 4.47251
C: 4.69305 -0.90035 -4.29489
C: -2.19615 3.03650 -1.60365
H: -0.33537 -2.52430 -3.92022
C: 0.34404 4.20356 5.17568
C: 0.88995 -4.46995 1.07728
H: -3.65635 0.72301 -2.69694
H: 2.21575 -6.42044 -1.35901
C: -2.36779 4.38551 -1.87514
C: 0.24691 1.86218 3.65804
C: 2.97089 3.85363 -0.93613
H: 1.95778 1.26492 4.84457
H: 5.66318 -1.11435 -2.38828
C: -1.63641 4.99222 -2.88716
C: 1.22369 2.03294 4.63682
H: 1.38507 -1.25377 -4.88480
H: 0.61432 -4.50680 2.12269
C: -2.48283 -2.23937 4.80486
C: 1.41530 -5.59232 0.45189
C: 0.18567 0.54780 2.87530
C: -2.13170 -0.33798 3.37147
C: -3.59311 0.02934 -1.86628
H: 0.38316 5.11149 5.76204
H: -2.75226 2.56462 -0.80550
C: -0.72915 4.25476 -3.63770
C: 1.79642 -5.54498 -0.88264
I: 1.15584 3.66456 0.11688
C: -1.28514 2.29676 -2.35454
C: -0.86638 -0.39557 -3.54093
H: 1.95873 -4.33464 -2.64260
H: 3.78689 3.96041 -0.23245
H: -1.77711 6.04420 -3.09692
H: -5.56639 -2.03829 -0.05607
C: -0.22757 0.77194 1.39974
H: 2.91941 4.68339 -1.62985
C: -4.73800 -0.62777 -1.44193
H: -2.54463 0.46256 2.77153
H: -1.40242 -2.25279 -2.55543
P: 0.86170 -1.77530 -1.94943
C: -0.69792 2.86828 3.46422
H: -0.08715 0.01940 -4.17964
C: 2.32089 -1.41722 -2.93600
H: -5.67912 -0.44093 -1.94110
C: -0.64356 4.03111 4.21824
C: -2.32186 -1.08522 -0.15505
H: -3.15405 -2.92200 5.30843
H: -3.40790 -2.44083 1.09186
H: 3.47591 -0.76936 -6.06015
C: 3.54638 -1.38099 -2.24060
H: -4.05853 -1.10061 3.89679
C: 0.73072 -3.29336 0.36453
H: 2.18298 -0.20488 3.40593
C: -1.10988 -2.36859 4.96223
C: -3.46437 -1.75339 0.25818
C: -0.54863 2.90814 -3.37085
C: -4.67291 -1.52374 -0.38344
C: -0.55460 -1.83562 -3.10218
N: 1.52801 -0.00949 2.66913
H: 2.03765 3.30704 6.14437
H: 5.61372 -0.70674 -4.82962
H: 0.17042 2.34117 -3.95243

Summary:
Relative energy (zero: lowest compared OMol25 entry of this formula, charge and spin), eV: 0.709
E_HOMO (alpha / beta), eV: -13.27 / -13.26
2S+1: 2
Lowest unoccupied orbital energy (alpha / beta), Ha: -0.245 / -0.270
Total charge: +2

---

Entry 3:
# C18H40ClINS

A structure of composition C18H40ClINS (wB97M-V/def2-TZVPD, the OMol25 dataset).

Positions of all 62 atoms, in Å:
C: 3.82322 -2.75555 4.73819
H: 0.35602 2.58064 -0.31306
C: 0.85277 -0.58204 5.44838
C: 0.44642 -0.05368 6.82048
H: -0.26347 -0.18169 2.15530
H: 1.69080 1.50627 -0.83255
H: 3.73070 -3.81957 4.51293
H: -1.07414 1.88269 -8.57613
H: -3.46526 -1.18523 0.03038
H: 3.30898 -2.19598 3.95338
H: 3.39366 -1.37687 6.33796
H: 1.54746 1.99984 0.83990
H: -5.47038 -0.71009 2.08698
H: 1.84565 -0.20282 5.18916
H: 1.03486 -2.39748 4.31058
Cl: -3.05285 0.39565 -2.29406
H: 0.34087 3.03985 -6.83670
H: 1.68958 -3.90839 6.11680
H: 0.16313 -0.17438 4.69874
H: -4.09863 -1.84883 2.11984
C: -3.98311 -0.37665 0.54323
C: 1.79081 -2.83203 6.28272
C: 0.82536 -2.10659 5.34578
H: 0.21480 0.38302 -3.66760
C: 0.80109 2.38092 -7.57917
H: -0.75311 -0.01418 -7.28717
I: -4.28325 2.61687 0.78171
H: 4.88033 -2.49430 4.68501
C: 0.97331 1.72681 -0.04097
H: 3.84215 -2.97945 6.86917
C: -0.93937 0.99123 -5.40246
S: -1.96813 1.11397 -0.79905
H: 1.13395 -0.38567 7.59798
H: -1.33966 1.91753 -5.82144
H: 1.82915 1.15560 -6.14517
H: 1.49082 -2.66076 7.31942
H: 0.51453 -1.37957 1.10450
H: 1.49621 -0.08637 1.82718
H: 0.23430 -0.69871 -6.02194
C: -0.10699 0.25058 -6.44705
H: -1.80529 0.37093 -5.15101
H: 0.67796 1.96452 -4.31326
H: -0.81366 1.79933 -3.39706
C: 0.52433 -0.33526 1.41686
C: 3.25856 -2.43994 6.12047
H: -0.19055 -2.45729 5.55397
H: 1.62119 0.39945 -7.70304
H: -2.45744 0.81988 1.51253
H: -3.93128 -0.20779 2.74004
C: 0.18454 0.49273 0.22996
C: -3.07832 0.85771 0.62263
C: -0.09336 2.29822 -8.81283
H: -4.86605 -0.11578 -0.02969
H: 0.44528 1.03689 6.83010
H: -0.25328 3.28878 -9.23887
C: -4.39789 -0.81734 1.96917
H: 1.74489 2.85363 -7.86029
C: 1.11167 1.01901 -6.95997
H: 0.36328 1.67364 -9.58251
N: -0.77340 0.05399 -0.56019
C: -0.16661 1.30120 -4.12417
H: -0.55716 -0.39111 7.08600

Summary:
E_HOMO, eV: -12.95
Lowest unoccupied orbital energy, Ha: -0.167
Total charge: +1

---

Entry 4:
# CBrClFO2S

A structure of composition CBrClFO2S (wB97M-V/def2-TZVPD, the OMol25 dataset).

Positions of all 7 atoms, in Å:
C: -0.43952 0.19280 -0.45040
O: 1.75697 0.70973 1.24686
F: -0.00039 -1.04594 -2.44386
O: 0.61179 -1.45609 1.64766
S: 0.49223 0.01316 1.36026
Br: -0.47798 1.85732 -1.33420
Cl: -1.94311 -0.27098 -0.02632

Summary:
Relative energy (zero: lowest compared OMol25 entry of this formula, charge and spin), eV: 2.998
E_HOMO (alpha / beta), eV: -5.11 / -5.11
Lowest unoccupied orbital energy (alpha / beta), Ha: 0.075 / 0.075
Total charge: -1

---

Number 1: M 602.68 g mol⁻¹, strongest force on any atom 0.0679 Eh/bohr. Number 2: M 1018.60 g mol⁻¹, strongest force on any atom 0.0134 Eh/bohr. Number 3: M 464.95 g mol⁻¹, strongest force on any atom 0.0369 Eh/bohr. Number 4: M 210.43 g mol⁻¹, strongest force on any atom 0.0532 Eh/bohr.